Density functional theory data (ωB97M-V/def2-TZVPD) for a molecular structure, C20H42F9O10Y.

The energy comes out at -67397.532 eV. The energy above the lowest of the compared OMol25 structures with the same formula, charge and spin is 100.61 kcal/mol. The value obtained for the orbital gap is 8.9879 eV. For the HOMO energy, the calculation gives -8.5 eV.

Last column: Mulliken charge in e.
Element x y z (Å)
Y -0.37724 -0.16437 -0.56164  1.04
C 1.05462 2.59214 -2.48679  -0.27
O 2.08923 2.53568 -1.38810  0.10
O 0.10385 1.59286 -2.09171  -0.82
C 0.46430 4.06932 -2.82127  0.59
F -0.73292 3.98331 -3.38937  -0.30
F 0.32188 4.85112 -1.78754  -0.26
F 1.17866 4.78847 -3.69331  -0.30
C 3.24459 3.37972 -1.53360  -0.67
C 4.23880 3.18255 -0.33410  -0.75
H 5.10260 3.83927 -0.43737  0.45
H 3.72301 3.35092 0.61126  0.16
H 4.63188 2.16924 -0.41643  0.05
H 2.98543 4.41940 -1.73361  0.42
H 3.84442 3.01041 -2.36541  0.28
H 1.51330 2.17685 -3.38415  0.26
C 1.45053 1.49874 2.29120  -0.19
O 2.59812 0.60424 2.21719  -0.25
O 0.61105 1.06062 1.20319  -0.21
C 0.74519 1.45881 3.72261  0.40
F 1.52795 1.99271 4.62849  -0.31
F -0.34738 2.17753 3.71552  -0.28
F 0.44110 0.29525 4.19917  -0.28
C 3.74113 1.08988 2.76238  -0.18
C 4.93716 0.36964 2.19197  -1.17
H 4.79750 -0.69457 2.38185  0.33
H 5.08398 0.47205 1.11677  0.09
H 5.90444 0.73760 2.53413  0.41
H 3.62197 0.88016 3.82535  0.30
H 3.99386 2.11526 2.49252  0.28
H 1.71110 2.53686 2.08501  0.16
C -2.82873 -2.16409 -2.33832  -0.32
O -3.53417 -1.66844 -1.26360  -0.34
O -1.52322 -1.63144 -2.08696  -1.02
C -3.14037 -3.74821 -2.47644  0.68
F -3.21178 -4.24396 -1.20898  -0.26
F -4.27651 -4.03959 -3.10575  -0.27
F -2.20441 -4.47326 -3.09927  -0.29
C -4.97412 -1.38651 -1.46558  -0.45
C -5.46263 -1.08821 0.00794  -1.00
H -6.53790 -1.17019 0.16660  0.48
H -5.09525 -1.76533 0.77906  0.25
H -5.21676 -0.08450 0.35466  0.05
H -5.49188 -2.26641 -1.84742  0.35
H -5.16102 -0.57103 -2.16427  0.34
H -3.21019 -1.74414 -3.26904  0.34
C -2.54870 3.56309 -0.01483  -1.06
C -2.99426 2.10317 0.23219  -0.28
O -2.32970 1.15372 -0.61606  0.48
H -3.18580 4.28016 0.50286  0.44
H -2.55617 3.93064 -1.04096  0.28
H -1.59285 3.65170 0.50149  0.17
H -4.08335 2.10289 0.18762  0.27
H -2.67393 1.81643 1.23382  0.11
H -2.67450 1.44068 -1.46481  0.13
C 0.83021 -4.16319 -0.46084  -0.95
C 0.09926 -3.43226 0.64049  -0.29
O 0.48463 -2.06333 0.59923  0.52
H 1.02002 -5.14598 -0.02933  0.45
H 1.76906 -3.63951 -0.64089  -0.06
H 0.17289 -4.39849 -1.29789  0.20
H 0.27739 -3.92793 1.59479  0.56
H -0.95102 -3.51202 0.36004  -0.10
H 1.08118 -2.12723 1.34866  0.02
C 3.78594 -1.91484 -1.09770  -1.72
C 3.17117 -0.59872 -1.29295  0.58
O 1.81141 -0.89820 -1.58637  -0.06
H 3.66633 -2.42822 -0.14364  0.28
H 4.85556 -1.70608 -1.07679  0.51
H 3.65807 -2.64854 -1.89359  0.42
H 3.56438 -0.16294 -2.21142  0.41
H 3.23077 0.11477 -0.47107  -0.39
H 1.74537 -1.06914 -2.52871  0.09
C -2.42975 -2.31993 2.69903  -1.21
C -2.34451 -0.90568 2.27462  0.09
O -2.07547 -1.05821 0.89886  2.21
H -1.46313 -2.73533 2.98395  0.20
H -2.82910 -2.99330 1.94062  0.25
H -3.09748 -2.36619 3.55931  0.41
H -1.49627 -0.41787 2.75486  -0.26
H -3.32768 -0.49157 2.49820  0.43
H -2.90486 -1.35850 0.52001  -0.73

---

Density functional theory data (ωB97M-V/def2-TZVPD) for 7 unconnected molecules or ions with the total composition C20H42FNO11S4.

The energy comes out at -91480.436 eV. The energy above the lowest of the compared OMol25 structures with the same formula, charge and spin is 57.80 kcal/mol. The value obtained for the orbital gap is 9.7075 eV. For the HOMO energy, the calculation gives -9.7 eV.

Last column: Mulliken charge in e.
Element x y z (Å)
N 2.08151 -2.13562 -0.11648  0.17
H 2.78351 -2.63062 -0.30048  0.42
H 1.82251 -2.05362 0.82152  0.30
H 1.42751 -2.44462 -0.68948  0.02
H 2.26351 -1.11162 -0.31448  -0.07
F 0.20451 -0.00062 -0.40048  -0.66
C -3.06949 1.62138 0.09252  -1.62
C -1.84049 2.36038 0.57952  2.33
C -0.97349 3.13838 -0.40748  -0.57
O -0.94449 4.42238 0.01952  -0.50
C -1.88849 4.53838 1.06452  0.58
O -2.19649 5.66138 1.51852  -0.63
O -2.22149 3.35438 1.47852  -0.38
H -3.84949 2.43738 -0.05448  0.34
H -3.55249 0.99538 0.77752  0.36
H -2.98049 0.97938 -0.73148  0.26
H -1.23149 1.77938 1.10952  -0.86
H -1.51149 3.07638 -1.23248  0.56
H -0.14449 2.70638 -0.59248  0.05
C 2.28251 3.28338 1.26152  -0.69
C 2.81551 3.14638 -0.09448  0.28
C 4.08551 2.22738 -0.24048  -0.47
S 3.91351 1.34138 1.28152  1.08
O 4.75751 1.88138 2.34652  -0.71
O 3.91751 -0.08062 1.05052  -0.69
C 2.27851 1.82538 1.81152  0.62
H 1.17951 3.77638 1.26752  0.01
H 2.89551 3.95938 1.92852  0.34
H 2.98351 4.13838 -0.69648  0.46
H 2.07351 2.77038 -0.73948  -0.51
H 4.88151 2.99838 -0.58248  0.35
H 4.04651 1.65438 -1.25348  0.23
H 2.35051 1.63438 2.91752  0.57
H 1.53851 1.23738 1.26752  -0.83
C 0.37251 -1.80562 3.98152  -1.21
C -0.82949 -2.16262 4.86952  -0.66
C -1.59349 -0.91762 5.15552  -1.02
S -1.69049 -0.08862 3.62952  1.36
O -1.54349 1.36638 3.87852  -0.74
O -2.94749 -0.49762 2.96052  -0.65
C -0.26849 -0.90862 2.91052  1.69
H 0.97251 -2.53462 3.93352  0.88
H 0.94551 -1.04362 4.55552  0.32
H -0.67649 -2.45262 5.93552  0.39
H -1.31849 -2.62062 4.07252  0.29
H -1.14849 -0.24262 5.95952  0.39
H -2.47049 -1.07562 5.60352  0.59
H 0.37351 -0.20262 2.52552  -0.62
H -0.49949 -1.29362 1.91452  -1.00
C 0.79851 0.67938 -5.69948  -0.62
C -0.29449 0.56738 -4.84548  -1.01
C 0.05651 0.86338 -3.50648  0.23
S 1.58651 -0.04262 -3.30948  1.22
O 1.38951 -1.43562 -3.04148  -0.75
O 2.52851 0.75738 -2.54748  -0.74
C 2.05251 0.20838 -4.95248  -0.82
H 0.89951 1.81538 -5.86448  0.22
H 0.75251 0.25638 -6.70948  0.34
H -0.72649 -0.40762 -5.02348  0.33
H -1.20949 1.04838 -5.07448  0.60
H -0.87549 0.46838 -2.76748  -0.17
H 0.09651 2.09338 -3.28748  0.20
H 2.57251 -0.53562 -5.51848  0.50
H 2.75151 1.05438 -4.95848  0.28
C -3.00849 -3.29062 0.35852  -0.39
C -2.34749 -2.34262 -0.69048  -0.24
C -1.54349 -3.08362 -1.83048  -0.24
S -1.22849 -4.68062 -1.15248  1.24
O 0.21351 -4.66362 -0.99648  -0.69
O -1.88749 -5.63862 -1.97448  -0.69
C -2.07949 -4.51562 0.37352  -1.25
H -3.85649 -3.90962 -0.29948  0.28
H -3.06949 -2.56962 1.29652  0.21
H -1.62749 -1.95662 -0.07348  -0.68
H -2.88349 -1.54362 -0.91248  0.96
H -0.73149 -2.39562 -2.13948  -0.13
H -2.21049 -3.27262 -2.72748  0.43
H -1.44549 -4.22962 1.09652  0.42
H -2.52849 -5.30562 0.74452  0.78

---

Density functional theory data (ωB97M-V/def2-TZVPD) for a molecular structure, C20H42FNO11S4.

The energy comes out at -91478.475 eV. The energy above the lowest of the compared OMol25 structures with the same formula, charge and spin is 103.03 kcal/mol. The value obtained for the orbital gap is 7.2956 eV. For the HOMO energy, the calculation gives -7.2 eV.

Last column: Mulliken charge in e.
Element x y z (Å)
N -0.19544 -0.11238 2.04623  0.32
H -0.94744 0.01062 1.53723  0.15
H 0.43056 -0.61138 1.55123  -0.02
H -0.61644 -0.59138 2.89123  0.39
H 0.34556 0.80162 2.24823  0.13
F 0.96256 0.33562 4.54023  -0.90
C 5.14556 -4.12438 1.54523  -1.42
C 3.60256 -4.11838 1.40523  0.29
C 2.86556 -3.29938 2.39523  -0.40
O 2.27656 -2.34238 1.50323  -0.17
C 2.56056 -2.52038 0.26723  0.64
O 2.17456 -1.87038 -0.57777  -0.47
O 3.37356 -3.51038 0.14023  -0.39
H 5.42856 -4.54938 2.41023  0.49
H 5.64056 -3.01038 1.50623  0.25
H 5.59456 -4.61538 0.59823  0.30
H 3.09156 -5.13738 1.38623  0.27
H 3.41356 -2.77638 3.14723  0.36
H 2.21056 -4.12038 2.76723  0.23
C 0.22856 5.59362 2.41523  -0.40
C 0.83656 4.54062 3.00323  -0.22
C -0.22244 3.76762 3.74423  -0.62
S -1.60244 3.83162 2.71723  1.03
O -2.76244 3.98162 3.59123  -0.78
O -1.45844 2.69362 1.91623  -0.51
C -1.13344 5.27462 1.86923  -0.24
H 0.81956 6.10262 1.56923  0.22
H 0.13956 6.42062 3.23523  0.27
H 1.69956 4.86962 3.71923  0.31
H 1.36556 3.89962 2.41823  -0.05
H -0.68744 4.35362 4.53223  0.32
H 0.00856 2.64462 4.05323  0.36
H -1.93744 6.34762 1.90123  0.24
H -1.00144 4.86962 0.85823  0.02
C -4.21944 1.63962 -3.28377  -0.47
C -3.11244 0.70562 -3.84977  -0.28
C -2.92444 -0.52438 -2.88377  -0.64
S -3.11144 0.17562 -1.32177  1.25
O -1.75944 0.38962 -0.99277  -0.39
O -3.86744 -0.71938 -0.43477  -0.79
C -4.00644 1.71362 -1.77177  -1.16
H -5.05144 0.93462 -3.20677  0.30
H -4.41444 2.70262 -3.86177  0.25
H -2.10544 1.38462 -3.88577  0.09
H -3.36444 0.26262 -5.00477  0.31
H -1.86544 -1.02938 -2.88577  0.26
H -3.65044 -1.39938 -3.02577  0.34
H -3.49444 2.39462 -1.23377  0.56
H -4.93244 1.57062 -1.32977  0.44
C 3.14756 2.92762 -3.00777  -1.52
C 1.79256 3.60462 -3.04677  -0.42
C 0.77756 3.00962 -2.06877  -0.27
S 1.94456 2.74762 -0.71077  1.16
O 1.72656 1.58762 0.15723  -0.54
O 2.01656 4.06362 -0.07577  -0.73
C 3.53456 2.56162 -1.48277  -1.01
H 3.89556 3.26662 -3.33377  0.91
H 3.16956 2.07762 -3.57077  0.51
H 1.45256 3.32362 -4.09077  0.33
H 2.13656 4.69862 -2.82077  0.28
H 0.52556 1.93062 -2.36177  0.20
H -0.14744 3.77962 -1.71277  0.19
H 3.58556 1.59962 -1.26477  0.53
H 4.34856 3.16662 -1.18177  0.38
C -0.85544 -6.16938 -0.53477  -1.55
C -2.41044 -6.22538 -0.44577  -0.51
C -2.87644 -4.82938 -0.11377  -1.11
S -1.57844 -3.75738 -0.38877  1.44
O -1.45044 -2.77038 0.71223  -0.66
O -1.72044 -3.31638 -1.74777  -0.76
C -0.25544 -4.82838 -0.20877  -0.44
H -0.69544 -6.24438 -1.54977  0.39
H -0.32744 -6.94938 -0.20277  0.80
H -2.57144 -6.95538 0.42623  0.23
H -2.81144 -6.45638 -1.45077  0.28
H -2.97244 -4.63238 0.81123  0.80
H -3.65944 -4.76738 -0.85477  0.31
H -0.13644 -4.97438 0.91023  0.10
H 0.64456 -4.69938 -0.66877  0.65

---

Calculated values (hartree/bohr) of largest force on an atom for the records, taken in order: 0.086, 0.188, 0.255.